# 1
Below is a 5-piece molecular cluster, C10H9Cl12F overall, with properties calculated with ωB97M-V/def2-TZVPD.

```
32
Properties=species:S:1:pos:R:3
Cl 3.7670 2.1866 1.3661
C 4.7054 2.1975 -0.1366
Cl 4.2049 0.7715 -1.1076
Cl 6.4228 2.2280 0.2565
H 4.4348 3.1333 -0.6815
Cl 2.5452 1.4724 -6.4352
C 3.2012 2.9315 -5.6909
Cl 2.9712 2.9317 -3.9290
Cl 2.3602 4.3398 -6.3349
H 4.3028 3.0470 -5.7804
Cl 3.1820 -0.4614 4.7765
C 2.1346 -0.8183 3.4375
Cl 0.4347 -0.5493 3.9230
Cl 2.4049 -2.4333 2.7915
H 2.2057 -0.1334 2.5783
Cl 1.0753 -0.1497 -2.9094
C 0.3252 0.5630 -1.4614
Cl 0.8274 -0.4094 -0.0384
Cl -1.3826 0.5869 -1.6050
H 0.5679 1.6210 -1.3814
F -4.8576 0.6640 0.9433
C -4.5152 -0.6252 1.2565
C -3.1578 -1.0443 1.4269
C -2.8338 -2.3905 1.6645
C -3.9070 -3.2499 1.8315
C -5.2013 -2.8418 1.6125
C -5.5560 -1.5210 1.4231
H -2.3988 -0.2637 1.3462
H -1.8385 -2.6901 1.7935
H -3.8084 -4.2699 2.0343
H -5.9910 -3.5944 1.7195
H -6.6250 -1.2289 1.3103
```

Output
M	573.62	g/mol
HOMO	-9.188	eV
LUMO	0.3	eV
Kohn-Sham gap	9.449	eV

# 2
Below is C10H9Cl2NO as an isolated structure, with properties calculated with ωB97M-V/def2-TZVPD.

```
23
Properties=species:S:1:pos:R:3
C -2.9743 0.8320 1.0929
C -2.8279 -0.3972 0.5159
C -1.8946 1.5931 1.2102
C -1.5655 -0.8544 -0.0114
C -0.6923 1.2604 0.5870
C -0.5678 0.0708 -0.1460
C 2.6524 0.9446 -0.3143
C 1.8151 -0.7397 0.7729
C 0.7793 -0.1717 -0.7482
C 1.0499 -1.1363 -1.8990
N 1.6208 0.9310 -1.0149
O 2.9051 0.0217 0.6100
Cl 4.0542 1.9701 -0.3999
Cl 2.0827 -2.4334 0.5752
H -3.8735 1.1063 1.5842
H -3.6771 -1.0921 0.6934
H -1.8807 2.5156 1.8340
H -1.5521 -1.7381 -0.6236
H 0.1045 1.9748 0.4811
H 1.1064 -0.4866 1.6980
H 1.6456 -2.0184 -1.5721
H 1.5779 -0.6363 -2.7799
H 0.1120 -1.5162 -2.1454
```

Output
M	230.09	g/mol
HOMO	-8.955	eV
LUMO	0.7	eV
energy relative to the best compared isomer or geometry (same formula, charge and spin)	166.4	kJ/mol
Kohn-Sham gap	9.642	eV

# 3
Below is one molecule with the formula C10H9Cl2NO3, with properties calculated with ωB97M-V/def2-TZVPD.

```
25
Properties=species:S:1:pos:R:3
O 0.7199 0.8581 2.0370
C 0.5650 0.5527 0.8528
C 1.3276 1.3605 -0.0842
C 0.9669 1.7692 -1.3647
O 1.8746 2.6609 -1.9270
C -0.4792 1.6321 -1.8655
O -0.7961 2.2291 -2.8962
N -1.3617 0.7237 -1.4899
C -1.1218 -0.3875 -0.7181
C -0.4599 -0.4589 0.5020
C -0.4127 -1.8359 1.2121
C -0.6079 -3.0502 0.2136
Cl 0.6324 -2.9394 -0.9701
C -1.9551 -2.9017 -0.6020
Cl -3.3328 -3.1076 0.4599
C -1.9673 -1.5444 -1.3128
H 2.3847 1.4569 0.0501
H 1.8123 2.6700 -2.9242
H -2.1585 0.6230 -2.1456
H -1.2730 -1.8201 1.9653
H 0.5645 -1.8679 1.7858
H -0.6652 -3.9371 0.7986
H -1.9394 -3.7053 -1.3858
H -1.4830 -1.6272 -2.2951
H -2.9970 -1.2159 -1.4955
```

Output
M	262.09	g/mol
HOMO	-9.066	eV
LUMO	-0.3	eV
Kohn-Sham gap	8.746	eV

# 4
Below is C10H9Cl2NOPd as an isolated structure, with properties calculated with ωB97M-V/def2-TZVPD.

```
24
Properties=species:S:1:pos:R:3
Pd -0.1508 0.0552 -0.1796
C 0.3091 -0.0635 -3.8897
H 1.3920 0.0378 -3.8820
H 0.0839 -1.1057 -4.1178
H -0.1238 0.5909 -4.6494
H -0.1133 0.2197 -2.9077
H -1.6521 0.4887 -0.4193
Cl -0.5650 -4.2706 2.6050
C -0.3499 -2.6822 3.1655
C -0.3239 -2.4113 4.5296
C -0.1560 -1.1118 5.0234
Cl -0.1208 -0.8572 6.7127
C 0.0025 0.0060 4.1643
C 0.1678 1.3490 4.5639
C 0.3025 2.3486 3.6251
C 0.2727 1.9875 2.2542
N 0.1581 0.7144 1.8684
C 0.0083 -0.2777 2.7584
C -0.1504 -1.6046 2.2075
O -0.1235 -1.8056 0.9427
H -0.4273 -3.2134 5.2559
H 0.1887 1.5683 5.6375
H 0.4270 3.3986 3.8876
H 0.3377 2.7361 1.4657
```

Output
spin multiplicity	3
M	336.51	g/mol
HOMO (spin up / spin down)	-7.466 / -7.498	eV
LUMO (spin up / spin down)	-0.5 / -1.6	eV
energy relative to the best compared isomer or geometry (same formula, charge and spin)	0.0	kJ/mol
Kohn-Sham gap (spin up / spin down)	6.945 / 5.913	eV

# 5
Below is an isolated ion of composition C10H9F3NO and charge +1, with properties calculated with ωB97M-V/def2-TZVPD.

```
24
Properties=species:S:1:pos:R:3
C 2.3833 -1.2422 -1.6092
C 1.2045 -0.7816 -0.8232
O 0.0816 -0.6948 -1.4716
C -0.9468 -0.1665 -0.7361
C -0.9699 1.2470 -0.7353
F -0.0195 1.8855 -1.3467
C -2.0756 1.9576 -0.2172
C -3.1282 1.2196 0.3546
C -2.9889 -0.1756 0.4924
F -3.9533 -0.8845 1.0903
C -1.8597 -0.8809 0.0431
F -1.6477 -2.1836 0.1110
N 1.4166 -0.1623 0.2954
C 2.4122 -0.2305 1.3019
C 1.0975 0.2830 1.6101
H 2.5504 -2.4319 -1.4955
H 2.0698 -1.0920 -2.6288
H 3.2218 -0.7155 -1.3497
H -2.2472 2.9635 -0.2467
H -4.0036 1.6322 0.7153
H 3.1710 0.5214 1.0259
H 2.7758 -1.0844 1.8252
H 0.5363 -0.2792 2.2062
H 0.9195 1.2956 1.5887
```

Output
charge	+1
M	216.18	g/mol
HOMO	-12.886	eV
LUMO	-3.8	eV
Kohn-Sham gap	9.078	eV